[1]
24
Properties=species:S:1:pos:R:3:nbo_charge:R:1 method="wB97M-V/def2-TZVPD" multiplicity=2 total_charge=+2 total_energy_ev=-20808.77445 lumo_ev="-7.1 / -12.3" orbital_gap_ev="11.75 / 6.62" max_force_ev_per_a=3.547 e_above_lowest_kj_mol=121.9
C 1.82475 0.93938 0.75024 -0.6677
C 0.38357 0.46118 0.97856 -0.0451
C -0.52959 1.36825 0.13345 -0.4484
C -0.54172 1.24973 -1.41963 -0.6327
S -2.21492 0.95378 -1.93990 0.7228
N 0.21167 -0.95020 0.49692 -0.7130
H 2.46588 0.06520 0.59951 0.2415
H 2.23399 1.15528 1.73212 0.2708
H 2.04980 1.74849 0.07415 0.2500
H 0.10421 0.53955 2.01034 0.2648
H -1.55557 1.47937 0.54319 0.2563
H -0.42260 2.45158 0.26838 0.2941
H -0.01232 0.38162 -1.82143 0.2815
H 0.00344 2.06824 -1.86743 0.2991
H -2.68356 2.18065 -2.24608 0.1856
H -0.77297 -1.22012 0.55853 0.4461
H 0.63469 -1.57274 1.18833 0.4694
H 0.39697 -1.31732 -0.46110 0.4760
H 0.21708 -2.18585 -2.94126 0.5091
H 1.51664 -1.48234 -2.65639 0.5039
O 0.76894 -1.89671 -2.19822 -0.9725
H -2.08135 -2.02599 2.52041 0.4975
H -0.86963 -2.25050 3.31507 0.5077
O -1.12737 -2.14056 2.38223 -0.9968

=====

[2]
24
Properties=species:S:1:pos:R:3:nbo_charge:R:1 method="wB97M-V/def2-TZVPD" multiplicity=1 total_charge=+1 total_energy_ev=-12032.16162 lumo_ev=-2.7 orbital_gap_ev=11.46 max_force_ev_per_a=4.893 e_above_lowest_kj_mol=238.4
O -1.42075 -1.49865 1.66634 -0.7391
C -0.83323 -2.03597 0.51743 -0.0800
C 0.46246 -1.20065 0.17537 -0.2505
N 0.26800 0.26228 -0.18770 -0.5744
C 0.62285 0.51589 -1.61391 -0.2301
C 2.10895 0.56785 -1.66894 -0.6980
H -2.00624 -2.17032 2.12342 0.4966
H -0.75989 -3.17119 0.64259 0.2203
H -1.45201 -1.85937 -0.35709 0.1608
H 1.23244 -1.26453 0.99839 0.2310
H 0.78538 -1.73396 -0.72245 0.2231
H 0.99540 0.91677 0.37165 0.4946
H -0.69829 0.37327 0.17162 0.4904
H 0.29693 -0.24409 -2.29929 0.2270
H 0.00632 1.39263 -1.94703 0.2429
H 2.74002 0.08613 -1.02083 0.2420
H 2.70908 0.14869 -2.57566 0.2652
H 2.41129 1.62949 -1.60311 0.2394
H 0.59887 3.46986 1.43628 0.5146
H 0.45469 2.07603 2.46847 0.5180
O 0.64120 2.50241 1.50552 -1.0108
H -3.13769 -0.40274 0.69214 0.4966
H -3.31525 1.16138 0.67761 0.4895
O -2.71053 0.47879 0.54916 -0.9692

=====

[3]
27
Properties=species:S:1:pos:R:3:nbo_charge:R:1 method="wB97M-V/def2-TZVPD" multiplicity=1 total_charge=-1 total_energy_ev=-18184.02892 lumo_ev=3.4 orbital_gap_ev=9.04 max_force_ev_per_a=3.370 e_above_lowest_kj_mol=103.5
C -0.40794 0.31535 -2.57540 -0.4248
N -1.39629 -0.32970 -1.65998 -0.6274
C -0.52328 -2.61307 -1.17745 -0.6343
C -0.88534 -1.24068 -0.66121 -0.1754
C 0.15719 -0.49776 0.32202 0.7913
O 0.44276 0.70939 0.22539 -0.7868
O 0.65441 -1.27117 1.13550 -0.7727
H 0.29521 -0.56953 -2.86856 0.1620
H -0.07744 1.23758 -2.03987 0.2302
H -0.91823 0.62992 -3.46795 0.1826
H -2.01446 -0.93634 -2.25898 0.3291
H 0.01600 -2.60973 -2.13201 0.1920
H 0.30692 -3.04097 -0.59398 0.2166
H -1.35057 -3.34152 -1.23018 0.2011
H -1.76802 -1.49472 0.01705 0.2009
H 2.54607 2.51223 2.01646 0.4640
H 1.72398 1.11412 2.17716 0.5202
O 2.02592 1.98793 2.57362 -0.9914
H 2.10568 -2.98634 -0.31142 0.4606
H 2.72845 -2.03695 0.56772 0.4894
O 2.94685 -2.85361 0.13634 -0.9536
H -0.09553 3.22473 0.72138 0.4600
H -0.26582 1.97065 -0.29289 0.5091
O -0.50379 2.95651 -0.06638 -1.0389
H -2.33947 1.57441 0.77550 0.4861
H -2.32316 2.69229 1.69109 0.4681
O -2.92724 1.95418 1.43486 -0.9581

=====

[4]
28
Properties=species:S:1:pos:R:3:nbo_charge:R:1 method="wB97M-V/def2-TZVPD" multiplicity=1 total_charge=-1 total_energy_ev=-20231.02809 lumo_ev=3.2 orbital_gap_ev=7.37 max_force_ev_per_a=2.134 e_above_lowest_kj_mol=209.3
O -2.04322 -1.37696 1.39342 -0.8677
C -1.86153 -0.84664 0.24213 0.4076
C -1.34408 0.67380 0.21838 -0.1544
C -0.89631 0.99805 1.63687 -0.0656
O -2.03154 0.98886 2.48479 -0.7704
N -0.20601 0.68517 -0.70811 -0.7115
C 0.30447 -0.68633 -0.81893 0.0756
O -0.78028 -1.54072 -0.66010 -0.6466
H -2.74702 -0.96149 -0.42622 0.0679
H -2.16563 1.32408 -0.07256 0.1946
H -0.10333 0.32795 1.96911 0.1655
H -0.62444 2.05657 1.67938 0.1630
H -2.40438 0.09103 2.48237 0.5065
H -0.55931 1.03636 -1.58181 0.3713
H 1.09446 -0.86084 -0.08647 0.1518
H 0.66097 -0.75691 -1.84678 0.1726
H 1.48684 1.44712 0.50718 0.4860
H 2.82068 2.14996 0.68184 0.4729
O 2.33511 1.37411 0.97547 -0.9718
H 1.43819 -1.97361 2.46679 0.4713
H 1.94296 -0.63688 1.98612 0.4843
O 2.18190 -1.37020 2.56967 -0.9552
H 1.60868 1.25451 -1.54354 0.4838
H 2.70123 0.80287 -2.50414 0.4628
O 2.45287 1.53238 -1.92997 -0.9634
H -1.33576 -1.61216 -2.36587 0.5001
H -0.83808 -2.52609 -3.42301 0.4550
O -1.08743 -1.59398 -3.32602 -0.9860

=====

[5]
23
Properties=species:S:1:pos:R:3:nbo_charge:R:1 method="wB97M-V/def2-TZVPD" multiplicity=1 total_charge=+1 total_energy_ev=-21641.43317 lumo_ev=-4.3 orbital_gap_ev=8.64 max_force_ev_per_a=4.453 e_above_lowest_kj_mol=297.9
C 1.39354 1.47449 0.13813 -0.7428
C 1.51072 -0.84184 1.30040 -0.6957
C -1.28753 -0.28321 -0.34643 -1.0898
C 1.06977 0.02097 0.14388 0.3112
N 1.54698 -0.53147 -1.25038 -0.7440
Si -2.28167 -1.25180 1.01123 0.8731
Si -1.91199 1.29519 -1.01859 0.9010
H 1.06616 2.08194 0.96496 0.2761
H 2.46184 1.58770 0.09403 0.2223
H 0.85539 1.98725 -0.75361 0.2548
H 1.16277 -0.54869 2.25216 0.2778
H 2.67895 -0.67062 1.16386 0.2249
H 1.03607 -1.89701 1.14066 0.2460
H -1.00684 -1.15512 -1.01445 0.2249
H 1.66764 -1.55755 -1.10232 0.4483
H 2.40687 -0.11118 -1.29643 0.4208
H 0.91085 -0.31725 -2.12463 0.4765
H -1.73090 -0.85692 2.36770 -0.1551
H -3.69831 -1.12310 1.03614 -0.1157
H -1.70901 -2.56778 1.05008 -0.1605
H -2.38421 2.23368 -0.04330 -0.1355
H -2.94754 1.04437 -2.02141 -0.1242
H -0.80953 1.98795 -1.69169 -0.1942

=====

[6]
24
Properties=species:S:1:pos:R:3:nbo_charge:R:1 method="wB97M-V/def2-TZVPD" multiplicity=1 smiles=CO.CO.CO.CO total_energy_ev=-12594.25442 lumo_ev=0.6 orbital_gap_ev=10.59 max_force_ev_per_a=2.797 e_above_lowest_kj_mol=345.6
C 0.38453 0.23480 1.56551 -0.2468
O 0.61379 1.31008 0.67927 -0.7376
H -0.43722 0.54063 2.21304 0.1793
H 0.18468 -0.68638 1.01818 0.1690
H 1.20203 0.13346 2.27933 0.1679
H 1.54294 1.54083 0.60834 0.4672
C -2.96127 -0.02734 0.34834 -0.2734
O -4.17846 0.76752 0.34520 -0.7316
H -2.71862 -0.82230 1.05351 0.2014
H -2.76711 -0.41367 -0.65223 0.1590
H -2.29191 0.81919 0.50146 0.1799
H -4.15617 1.25671 -0.48050 0.4634
C 3.55089 2.30678 -1.93699 -0.2503
O 4.68354 3.17751 -1.94016 -0.7256
H 2.85825 2.54573 -2.74399 0.1678
H 3.77852 1.24593 -2.04142 0.1789
H 2.87063 2.39131 -1.08952 0.1554
H 4.62040 3.86715 -1.27533 0.4739
C -1.01588 -3.17858 -0.04336 -0.2465
O -1.12590 -3.31764 1.32526 -0.7412
H -0.46733 -2.29942 -0.38138 0.1854
H -0.63994 -4.13682 -0.40192 0.1620
H -1.92408 -3.19358 -0.64590 0.1576
H -1.60631 -4.06190 1.69525 0.4846

=====

[7]
24
Properties=species:S:1:pos:R:3:nbo_charge:R:1 method="wB97M-V/def2-TZVPD" multiplicity=1 smiles=CCCCO.O.O.O total_energy_ev=-12595.32004 lumo_ev=0.5 orbital_gap_ev=10.70 max_force_ev_per_a=4.768 e_above_lowest_kj_mol=242.8
C -1.87210 -3.03820 -2.19359 -0.6208
C -0.98129 -3.26026 -0.99417 -0.3926
C -0.17500 -1.86601 -0.57368 -0.4118
C 0.08364 -0.89093 -1.74995 -0.0642
O 0.95044 0.16221 -1.54825 -0.7212
H -2.33560 -1.99018 -1.96380 0.2062
H -2.54315 -3.80290 -2.36811 0.2145
H -1.25766 -3.15266 -3.14757 0.2144
H -1.47961 -3.64692 -0.17359 0.2008
H -0.08852 -3.91402 -1.01514 0.2001
H -0.92794 -1.32866 0.10763 0.1878
H 0.75721 -2.04882 -0.04181 0.1922
H -0.99977 -0.59844 -1.91521 0.1802
H 0.49972 -1.53463 -2.56566 0.1454
H 1.71021 -0.09965 -1.05522 0.4685
O -0.42730 4.81407 4.13434 -0.9276
H -1.17104 5.12399 3.71100 0.4695
H 0.21742 4.74828 3.42459 0.4677
O 1.02871 2.26333 3.56945 -0.9717
H 1.39572 1.88018 4.49372 0.4815
H 0.38300 2.96362 3.75226 0.4807
O 2.63479 3.30045 -0.78115 -0.9459
H 2.32000 3.44681 0.04634 0.4643
H 2.27812 2.46935 -1.15245 0.4819

=====

[8]
24
Properties=species:S:1:pos:R:3:nbo_charge:R:1 method="wB97M-V/def2-TZVPD" multiplicity=1 smiles=CO.CO.CO.CO total_energy_ev=-12594.90895 lumo_ev=0.6 orbital_gap_ev=10.56 max_force_ev_per_a=3.347 e_above_lowest_kj_mol=282.5
C -0.08494 -0.51751 -1.05367 -0.2344
O 0.89921 -0.95637 -0.26180 -0.7390
H 0.11171 -0.78635 -2.09153 0.1709
H -1.03436 -1.00139 -0.82440 0.1449
H -0.05625 0.57201 -1.06811 0.1512
H 0.68925 -0.73554 0.64856 0.4862
C 2.28003 -0.34012 3.81714 -0.2546
O 3.48360 -1.01794 4.26381 -0.7331
H 1.93732 -0.51404 2.79713 0.1763
H 1.48746 -0.59910 4.51918 0.1774
H 2.34407 0.74052 3.94446 0.1606
H 3.94565 -1.47038 3.55429 0.4737
C -2.09744 -0.20044 -4.79469 -0.2412
O -2.32766 1.14686 -5.02676 -0.7093
H -1.15106 -0.39036 -4.28835 0.1788
H -2.87408 -0.73004 -4.24291 0.1531
H -2.09798 -0.64117 -5.79161 0.1562
H -2.98998 1.15272 -5.72166 0.4623
C -0.20065 1.30865 2.01569 -0.2609
O -0.48388 -0.05252 1.85708 -0.7340
H 0.82562 1.52306 2.31382 0.1907
H -0.41630 1.82174 1.07849 0.1696
H -0.78832 1.83986 2.76440 0.1709
H -1.40100 -0.15212 1.59143 0.4840

=====

[9]
25
Properties=species:S:1:pos:R:3:nbo_charge:R:1 method="wB97M-V/def2-TZVPD" multiplicity=2 total_charge=-1 total_energy_ev=-14642.50743 lumo_ev="2.8 / 2.8" orbital_gap_ev="2.14 / 10.07" max_force_ev_per_a=1.876 e_above_lowest_kj_mol=6.8
C 1.54546 -7.19304 -14.02044 -0.2558
O 2.38167 -6.51261 -13.02339 -0.5602
C 1.86544 -5.30995 -12.39221 -0.0753
C 3.00167 -4.84647 -11.49638 -0.0786
O 2.56319 -3.75451 -10.70201 -0.5566
C 3.60846 -3.32780 -9.79184 -0.4122
H 1.04014 -6.61786 -14.79628 0.1794
H 0.82669 -7.83079 -13.50590 0.1649
H 2.08419 -7.87210 -14.68131 0.1831
H 0.96600 -5.56278 -11.83079 0.1634
H 1.58413 -4.48604 -13.04805 0.1956
H 3.88306 -4.61021 -12.09255 0.1736
H 3.36934 -5.75100 -11.01185 0.1702
H 3.38695 -2.74847 -8.89551 0.2010
H 4.35189 -2.81971 -10.40606 0.1794
H 4.09462 -4.20011 -9.35501 0.1592
O 3.05352 0.60752 -10.76929 -1.4237
H 3.62103 0.57363 -9.99922 0.2953
H 3.21931 1.46914 -11.15185 0.3830
O 2.37310 -1.64335 -12.16655 -1.0493
H 2.63971 -0.79678 -11.80814 0.4999
H 2.53966 -2.26655 -11.45937 0.4766
O 1.21113 -1.77002 -14.70652 -0.9817
H 2.12907 -1.95251 -14.90728 0.4631
H 1.20885 -1.54662 -13.77576 0.5055